1.
The following is a quantum chemistry calculation of a molecular structure, C4H14N2S at a distorted geometry, from OMol25.

energy relative to the best compared isomer or geometry (same formula, charge and spin): 48.1 kcal/mol
gap between HOMO and LUMO: 0.314 Ha
E_LUMO: -0.31 eV
total charge: 0
E_HOMO: -0.3252 hartree

```
21
C4H14N2S, DFT ωB97M-V with the def2-TZVPD basis set
C 1.4480 -0.9144 -1.3071
N 2.1505 -1.2350 -2.5454
C 2.3232 0.0404 -0.4629
N 1.8944 0.2731 0.9326
H 1.3079 -1.7833 -0.6504
H 0.4757 -0.4597 -1.4833
H 1.7936 -2.0957 -2.9402
H 2.0040 -0.5013 -3.2265
H 2.3833 0.9836 -1.0169
H 3.3194 -0.3913 -0.4624
H 2.4309 -0.3123 1.5622
H -0.4333 0.6464 0.0910
H 0.9155 0.0201 1.1023
C -2.8291 1.4016 1.7229
C -2.8326 0.1416 0.8861
S -1.2815 -0.7828 0.8592
H -2.0959 2.1180 1.3253
H -2.4256 1.1970 2.7260
H -3.8329 1.8400 1.7731
H -3.1350 0.3870 -0.1371
H -3.5804 -0.5731 1.2514
```

***

2.
The following is a quantum chemistry calculation of 3 unconnected molecules or ions with the total composition C4H14N2S at a distorted geometry, from OMol25.

energy relative to the best compared isomer or geometry (same formula, charge and spin): 113.6 kcal/mol
gap between HOMO and LUMO: 0.228 Ha
E_LUMO: -2.35 eV
total charge: 0
E_HOMO: -0.3142 hartree

```
21
C4H14N2S, DFT ωB97M-V with the def2-TZVPD basis set
C -0.5809 1.0077 -1.5230
N 0.1117 0.2809 -2.5815
C -0.1117 2.4484 -1.3250
N 1.1026 2.5578 -0.5188
H -0.4424 0.5382 -0.5356
H -1.6633 1.0116 -1.6702
H 0.6945 -0.4123 -2.1258
H -0.5429 -0.1949 -3.1846
H -0.9472 2.9537 -0.8290
H 0.0470 2.9058 -2.3058
H 1.3835 1.6593 -0.1594
H 1.1096 3.3219 0.1318
H -1.0438 -2.2857 0.2990
C -0.3440 -2.5239 2.3823
C 0.5236 -1.4193 1.8393
S 1.3766 -1.6780 0.3280
H 0.2685 -3.3866 2.6405
H -0.9984 -2.8041 1.4571
H -1.0529 -2.2644 3.1677
H 1.1796 -1.2156 2.7062
H -0.0698 -0.5007 1.8066
```